(1)
93
Properties=species:S:1:pos:R:3:forces:R:3 method="wB97M-V/def2-TZVPD" spin_multiplicity=1 largest_force_ev_per_a=0.5 lumo_energy_ev=0.590 homo_lumo_gap_ev=9.62
C 1.894756 3.291692 2.277257 0.089 -0.069 -0.357
C 1.628026 3.586647 0.802408 0.046 -0.145 0.120
C 2.053121 2.410344 -0.100575 -0.122 0.174 0.124
Si 0.829681 2.025257 -1.445140 0.430 -0.011 0.198
O -0.657567 1.786263 -0.760061 0.086 -0.162 -0.411
C -1.255009 0.503955 -0.750731 -0.209 0.025 0.370
C -1.104653 -0.165280 0.597388 -0.024 -0.038 -0.029
N 0.266368 -0.561202 0.829268 0.387 0.157 0.025
C 0.570163 -0.983487 2.191297 -0.186 0.113 -0.199
C 1.826366 -1.854525 2.252882 0.162 -0.219 0.295
C 3.033105 -1.162768 2.878658 0.195 -0.103 -0.295
O 1.605683 -3.042453 3.025682 0.209 0.257 0.055
H 1.289030 2.439719 2.585537 -0.021 -0.037 0.148
H 2.944073 3.025303 2.404974 0.064 -0.018 0.136
H 1.671811 4.142316 2.915976 -0.065 0.060 0.090
H 0.564114 3.793073 0.677298 -0.067 0.118 0.002
H 2.172330 4.483560 0.512921 -0.056 0.132 -0.101
H 3.050848 2.575090 -0.507792 0.099 -0.024 -0.062
H 2.101556 1.498628 0.500654 0.006 -0.090 -0.021
H 1.275589 0.788973 -2.137106 -0.147 -0.048 -0.069
H 0.747846 3.112662 -2.445052 -0.093 0.069 0.025
H -2.315995 0.618716 -0.970928 -0.073 0.024 -0.103
H -0.815446 -0.157402 -1.503394 0.005 0.052 -0.230
H -1.399697 0.537807 1.376120 -0.036 0.070 0.057
H -1.807310 -1.011998 0.631902 -0.045 -0.071 0.110
H 0.570708 -1.251690 0.157742 -0.102 -0.151 -0.042
H 0.720114 -0.088310 2.795872 -0.110 0.056 0.148
H -0.267197 -1.531592 2.637285 -0.053 -0.158 0.047
H 2.094396 -2.162927 1.238488 -0.078 0.059 -0.173
H 2.905303 -0.085241 2.918146 -0.008 0.116 0.054
H 3.208239 -1.558769 3.876147 -0.141 0.089 0.152
H 3.930201 -1.366458 2.297207 0.095 -0.016 0.014
H 0.953286 -3.573199 2.570324 -0.233 -0.217 -0.090
C -3.179020 -1.994150 -3.938856 -0.003 0.067 0.044
C -3.977049 -1.492192 -2.738936 0.079 -0.045 -0.011
C -5.273218 -2.263043 -2.498103 -0.017 0.010 0.010
C -6.281042 -2.190396 -3.646445 0.008 -0.010 -0.010
C -6.697755 -0.774932 -4.042837 -0.047 0.006 0.027
C -7.379873 -0.002138 -2.917843 0.039 0.009 -0.058
H -3.736325 -1.883009 -4.870004 -0.003 -0.005 -0.009
H -2.246855 -1.437467 -4.047931 0.008 -0.011 0.000
H -2.925857 -3.050170 -3.823260 -0.017 -0.017 -0.018
H -4.191461 -0.426976 -2.864345 -0.012 0.010 0.017
H -3.354642 -1.571330 -1.842598 -0.009 0.015 0.009
H -5.738458 -1.896391 -1.579067 -0.009 0.000 -0.004
H -5.031941 -3.314579 -2.313430 0.013 -0.003 0.001
H -7.173159 -2.755787 -3.359815 -0.013 0.005 -0.005
H -5.873161 -2.699365 -4.523900 0.008 -0.005 0.005
H -7.378595 -0.840792 -4.895093 0.003 0.010 -0.011
H -5.828161 -0.213547 -4.396010 0.013 -0.009 -0.010
H -8.268244 -0.531040 -2.566501 0.003 -0.010 0.024
H -7.691907 0.986429 -3.256208 -0.014 0.003 0.006
H -6.715385 0.139835 -2.064268 0.000 -0.003 0.010
C -0.336033 1.080363 -5.310916 0.022 0.059 0.063
C -1.172965 2.314306 -4.988087 -0.037 -0.096 0.014
C -2.283029 2.580020 -6.003276 -0.014 0.018 0.008
C -1.796726 2.849663 -7.428225 0.000 -0.020 -0.003
C -0.819932 4.016817 -7.560365 -0.031 0.043 -0.018
C -1.406889 5.355554 -7.122889 0.060 -0.034 -0.004
H 0.190218 1.181016 -6.261255 -0.010 0.000 -0.014
H 0.415309 0.909089 -4.538490 0.004 -0.026 -0.009
H -0.966549 0.189938 -5.368385 0.003 -0.008 -0.041
H -0.521240 3.187628 -4.903008 -0.010 0.016 0.004
H -1.630304 2.183863 -4.002656 0.020 0.032 0.021
H -2.886214 3.423474 -5.656507 -0.002 0.004 -0.010
H -2.957560 1.717657 -6.024564 0.000 -0.010 0.009
H -2.668705 3.044030 -8.060665 0.002 0.009 -0.011
H -1.329022 1.947587 -7.832059 -0.002 -0.006 0.008
H -0.505650 4.088591 -8.604709 0.014 0.002 -0.002
H 0.087941 3.811623 -6.986551 0.004 -0.018 0.004
H -2.301424 5.595005 -7.701678 -0.022 -0.001 0.013
H -0.688908 6.163405 -7.268554 -0.008 0.013 -0.006
H -1.682478 5.349965 -6.067419 -0.008 -0.001 0.005
C 5.998477 -2.294417 5.794785 -0.039 -0.075 0.002
C 4.896845 -3.109294 6.466581 0.001 0.046 -0.054
C 4.018528 -2.286524 7.407400 -0.008 -0.009 0.013
C 4.758862 -1.650074 8.585090 0.003 0.014 -0.014
C 5.511499 -2.635936 9.476941 -0.035 -0.007 0.044
C 4.607239 -3.669969 10.141235 0.066 0.008 -0.022
H 6.699032 -1.878846 6.520457 -0.004 0.008 0.010
H 6.571617 -2.912080 5.102283 0.008 0.016 -0.017
H 5.570892 -1.464528 5.227505 0.021 0.029 0.006
H 5.341369 -3.949965 7.006346 -0.011 -0.007 0.017
H 4.258085 -3.548832 5.696057 0.005 -0.016 -0.005
H 3.209641 -2.919530 7.781716 -0.002 0.004 0.007
H 3.533577 -1.490879 6.832679 -0.004 -0.001 -0.014
H 4.033051 -1.103665 9.195600 0.002 0.001 0.013
H 5.461909 -0.899923 8.212862 -0.002 -0.001 -0.008
H 6.036795 -2.071061 10.251286 0.014 -0.004 0.002
H 6.286769 -3.146547 8.899185 0.006 0.008 -0.016
H 3.839927 -3.182843 10.746538 -0.024 -0.002 -0.010
H 5.180462 -4.328053 10.795314 -0.009 -0.002 0.013
H 4.103858 -4.298292 9.405199 -0.010 0.000 -0.004



(2)
107
Properties=species:S:1:pos:R:3:forces:R:3 method="wB97M-V/def2-TZVPD" spin_multiplicity=1 largest_force_ev_per_a=7.3 lumo_energy_ev=0.197 homo_lumo_gap_ev=7.55
C 0.035086 0.724337 0.393284 1.985 1.059 -5.970
C 0.374844 1.144434 -0.819053 -1.958 -1.390 6.929
P 0.864261 2.043638 -2.448944 1.091 1.203 2.827
C 1.256194 3.622524 -1.409022 0.365 0.602 1.379
N 0.067416 4.156675 -0.659572 0.749 0.966 0.028
C 2.727531 2.068178 -2.970921 1.508 0.618 -0.355
C 3.615320 1.152945 -1.948335 -0.612 -0.582 -1.314
C 4.894355 0.452037 -2.666198 -0.149 -0.825 2.326
I 5.916983 1.741266 -4.123827 -0.410 -0.671 0.586
C -0.495197 2.914161 -3.453323 -0.885 0.829 -1.050
C -1.978767 2.818513 -2.828672 -1.459 -0.130 -1.030
C -2.728186 1.419673 -3.061273 -1.054 -1.196 2.580
F -2.737046 0.773609 -4.352543 0.198 1.585 3.349
C -3.368600 0.776017 -1.949508 1.114 -0.150 -2.531
F -3.626574 1.423885 -0.706175 0.804 -2.375 -3.356
F -3.739098 -0.622155 -2.064556 0.496 4.346 0.991
P 0.478591 0.189161 -3.600868 -0.041 -2.730 -2.027
O 1.937531 -0.633564 -3.993373 -0.971 1.303 0.096
Cl -0.585988 -1.222447 -2.377795 1.089 0.680 -0.776
H -0.194006 0.061969 1.317370 0.350 1.726 -1.985
H 1.649169 4.499025 -2.069344 -0.468 -1.704 0.993
H 2.046656 3.304012 -0.609641 -0.847 0.576 -1.698
H 0.195803 5.193873 -0.669119 -0.450 -1.262 0.411
H 0.060566 3.837536 0.330314 0.067 0.293 -1.144
H 2.877049 1.784317 -4.075977 -0.289 0.076 2.102
H 3.167440 3.142837 -2.868831 -1.075 -1.797 -0.275
H 3.946545 1.819655 -1.074282 -0.516 -1.206 -1.290
H 2.932528 0.272574 -1.609397 1.365 1.527 -0.236
H 5.670740 0.280222 -1.814243 -1.305 0.332 -1.671
H 4.664962 -0.605198 -3.076392 0.216 2.159 0.160
H -0.514388 2.492650 -4.530295 -0.044 0.627 1.780
H -0.245917 4.049083 -3.540488 -0.290 -2.048 0.372
H -2.053960 3.061792 -1.710808 0.475 -0.532 -1.725
H -2.624308 3.624713 -3.372241 1.201 -1.318 0.834
H 2.196556 -0.258329 -4.888419 -0.361 -0.456 0.972
C -1.608611 -1.720879 4.227343 0.113 -0.089 -0.056
C -2.037995 -0.267898 4.200013 -0.083 -0.358 -0.096
O -1.929663 0.250380 2.879501 0.052 0.119 -0.235
H -0.576625 -1.822966 3.879084 -0.020 0.103 0.136
H -1.682175 -2.130453 5.237851 -0.018 -0.060 -0.087
H -2.231421 -2.320788 3.558609 -0.045 0.025 0.227
H -1.399609 0.332184 4.852810 -0.060 0.100 -0.216
H -3.074091 -0.159887 4.535981 0.038 -0.035 0.175
H -2.504868 -0.280598 2.309530 0.116 0.182 0.152
C 8.937647 2.644638 -0.467761 0.051 0.150 0.096
C 9.117220 1.151295 -0.653663 -0.125 0.273 -0.214
O 7.873976 0.548089 -0.990090 -0.179 -0.221 0.037
H 8.207422 2.848216 0.320427 0.120 -0.065 -0.006
H 9.884574 3.121779 -0.203229 -0.072 0.030 -0.032
H 8.554971 3.105230 -1.383578 0.118 -0.028 -0.003
H 9.478414 0.691456 0.269401 -0.145 -0.088 -0.110
H 9.837919 0.939365 -1.449719 0.147 0.043 0.105
H 7.565370 0.954630 -1.813273 0.171 -0.058 0.131
C -3.714947 -5.792374 5.557774 0.148 -0.099 0.106
C -4.143873 -4.339035 5.528653 -0.236 -0.341 -0.132
O -4.034910 -3.824828 4.206743 -0.080 0.162 -0.257
H -2.683442 -5.895253 5.209435 -0.065 0.059 0.091
H -3.788372 -6.200890 6.568735 -0.017 -0.044 -0.080
H -4.338610 -6.393328 4.889090 -0.058 0.018 0.123
H -3.504963 -3.738561 6.180812 -0.023 0.072 -0.213
H -5.179868 -4.229524 5.864348 0.046 -0.007 0.173
H -4.610087 -4.356628 3.638565 0.164 0.159 0.180
C -8.284792 -2.502887 3.611668 0.022 -0.023 -0.170
C -8.709805 -3.331531 4.807328 0.021 0.365 -0.093
O -7.756249 -3.203844 5.855451 0.123 -0.036 0.404
H -7.302638 -2.822661 3.252606 -0.112 -0.035 0.028
H -9.006096 -2.595908 2.796067 0.055 0.067 0.028
H -8.196091 -1.446999 3.884396 -0.112 -0.038 -0.040
H -8.775924 -4.387759 4.536435 0.096 0.070 0.204
H -9.687121 -3.008544 5.179449 -0.098 -0.099 -0.147
H -7.710036 -2.267307 6.095310 0.037 -0.260 -0.121
C -6.773753 -2.102449 10.029384 0.098 0.144 0.144
C -6.592124 -3.595949 9.845279 -0.243 0.215 -0.290
O -7.833715 -4.199308 9.510054 -0.164 -0.097 -0.079
H -7.503834 -1.898974 10.817551 0.113 -0.070 -0.024
H -5.827334 -1.623425 10.292850 -0.068 0.051 -0.044
H -7.157559 -1.643481 9.113117 0.122 -0.015 -0.007
H -6.229487 -4.053605 10.768642 -0.162 -0.080 -0.113
H -5.871332 -3.808248 9.048997 0.175 0.060 0.093
H -8.142637 -3.792862 8.685198 0.144 -0.238 0.216
C 2.573700 2.326584 -8.290255 0.253 -0.095 -0.248
C 1.830759 1.474744 -7.282641 -0.014 0.401 -0.250
O 2.714147 1.058067 -6.245355 0.061 -0.296 0.328
H 3.408202 1.768496 -8.724685 -0.075 -0.047 0.099
H 1.909567 2.647428 -9.091811 0.219 0.031 0.242
H 2.999358 3.212778 -7.809371 -0.120 0.032 -0.031
H 1.425958 0.580539 -7.762167 0.087 -0.007 0.226
H 1.001676 2.031966 -6.835287 -0.115 -0.037 -0.162
H 3.061879 1.854920 -5.819641 0.111 -0.207 -0.319
C -2.238077 2.358347 -8.880393 -0.098 -0.068 0.126
C -1.411946 3.619433 -9.036376 -0.151 -0.286 -0.267
O -0.063353 3.286925 -9.345402 -0.040 0.106 -0.115
H -1.827561 1.725935 -8.088217 -0.061 0.117 -0.005
H -3.275878 2.599082 -8.637288 0.040 -0.079 -0.039
H -2.220188 1.767657 -9.801290 -0.093 0.094 -0.002
H -1.414409 4.195429 -8.108010 0.196 -0.032 -0.116
H -1.810317 4.251765 -9.836000 -0.145 0.075 0.120
H -0.068936 2.784926 -10.173223 -0.034 0.151 0.218
C 9.126343 -2.174649 2.028476 0.117 -0.109 -0.092
C 8.364171 -1.846781 3.296507 -0.074 0.134 -0.365
O 8.203366 -0.439392 3.420941 -0.060 0.215 0.086
H 10.108856 -1.694416 2.036049 -0.061 -0.087 0.091
H 9.261968 -3.253911 1.922312 0.001 0.060 -0.068
H 8.594233 -1.798327 1.149346 -0.047 -0.114 0.028
H 8.908614 -2.204390 4.173568 -0.094 0.206 -0.004
H 7.374503 -2.314490 3.290238 0.070 -0.195 0.035
H 7.712649 -0.132068 2.645264 0.138 -0.082 0.224